Record 1
Formula: C20H28ClN3O5Tl
Source: the Open Molecules 2025 dataset
Level of theory: the ωB97M-V functional and the def2-TZVPD basis

Results
DFT total energy ... -1951.9653 a.u.
HOMO-LUMO gap (spin up / spin down) ... 4.72 / 4.72 eV
Charge ... -1
Largest force on an atom ... 0.0955 Eh/bohr

Geometry as XYZ:
```
58
Properties=species:S:1:pos:R:3:forces:R:3
Tl -0.368 0.005 0.705 0.514 0.602 0.681
Cl -2.221 -1.465 0.141 -2.454 -1.971 -0.802
N 1.270 -1.428 1.288 4.304 -2.146 -1.001
N -1.132 2.006 0.014 0.158 3.704 -3.152
C 1.825 -2.202 0.368 -1.732 2.133 2.775
C -1.318 2.261 -1.270 0.313 -0.814 3.764
C 1.141 -2.202 2.548 -0.222 0.311 -0.489
C 1.283 -3.635 2.049 0.200 -0.358 -0.971
C -0.173 -1.915 3.243 -0.520 -0.058 0.197
C 2.274 -1.792 3.479 0.269 0.169 -0.040
H -1.024 -2.155 2.597 0.074 0.019 0.084
H -0.228 -0.853 3.525 0.033 -0.306 -0.058
H -0.249 -2.519 4.154 0.020 0.053 -0.054
H 3.241 -2.084 3.053 -0.030 0.135 0.052
H 2.160 -2.285 4.452 0.006 0.054 -0.120
H 2.248 -0.703 3.626 0.051 -0.308 -0.040
C -2.213 2.662 0.792 0.313 -0.467 -0.167
C -3.261 2.913 -0.284 0.032 -0.172 -1.012
C -1.658 3.948 1.387 0.256 0.158 -0.061
C -2.688 1.785 1.929 -0.330 -0.340 0.368
H -3.067 0.827 1.560 -0.009 0.078 0.056
H -3.489 2.292 2.479 0.014 -0.024 -0.066
H -1.858 1.601 2.629 -0.322 0.077 -0.237
H -1.418 4.664 0.592 0.105 -0.023 0.104
H -0.753 3.711 1.965 -0.241 0.113 -0.178
H -2.401 4.404 2.052 0.093 -0.050 -0.087
O -2.536 2.678 -1.569 -1.648 1.086 -0.410
H -3.614 3.957 -0.318 -0.027 -0.448 -0.014
H -4.092 2.194 -0.246 0.248 0.283 -0.090
O 1.789 -3.492 0.651 0.334 -1.935 0.665
H 0.321 -4.164 1.992 0.357 0.103 -0.015
H 2.047 -4.214 2.592 -0.386 0.079 -0.194
C 2.499 -1.729 -0.881 0.328 -0.148 -0.176
C -0.275 2.163 -2.339 0.043 0.211 -0.293
C 0.220 0.761 -2.629 0.311 0.058 -0.261
H 0.568 2.794 -2.010 -0.201 -0.236 -0.049
H -0.681 2.622 -3.244 -0.007 -0.045 0.113
C 1.118 0.177 -1.726 0.069 -0.020 -0.039
C 1.572 -1.134 -1.922 0.235 0.262 -0.278
H 1.550 0.785 -0.913 -0.217 -0.310 -0.504
C 1.227 -1.814 -3.098 -0.210 -0.111 0.416
C 0.355 -1.221 -4.008 0.129 0.340 0.293
C 1.775 -3.179 -3.413 -0.195 -0.165 -0.122
C -0.125 0.073 -3.802 -0.211 -0.091 0.427
H 0.028 -1.782 -4.887 0.256 0.231 0.158
C -1.002 0.687 -4.858 -0.192 -0.165 -0.130
H -1.098 -0.016 -5.696 -0.012 0.233 0.137
H -0.572 1.618 -5.245 -0.162 -0.099 0.059
H -2.009 0.884 -4.474 0.124 0.123 -0.075
H 2.871 -3.169 -3.457 -0.164 -0.094 0.057
H 1.398 -3.497 -4.393 0.153 -0.012 0.217
H 1.448 -3.916 -2.672 0.176 0.027 -0.054
H 3.056 -2.572 -1.299 -0.098 0.067 0.083
H 3.242 -0.976 -0.571 -0.259 -0.129 -0.089
O 1.773 2.629 3.648 -0.646 -0.311 0.557
N 0.771 1.938 3.874 -1.153 -1.315 -1.580
O 0.260 1.768 4.997 0.750 0.438 -0.677
O 0.192 1.309 2.840 1.381 1.521 2.323
```
Forces are in eV/Å.

Calculated atomic charges, method Löwdin, unit e:
1 Tl 0.638
2 Cl -0.197
3 N -0.023
4 N -0.020
5 C -0.360
6 C -0.356
7 C -0.562
8 C -0.033
9 C -0.072
10 C -0.021
11 H 0.037
12 H 0.067
13 H 0.091
14 H 0.086
15 H 0.088
16 H 0.092
17 C -0.561
18 C -0.034
19 C -0.021
20 C -0.076
21 H 0.039
22 H 0.090
23 H 0.061
24 H 0.086
25 H 0.089
26 H 0.088
27 O 0.005
28 H 0.126
29 H 0.133
30 O 0.005
31 H 0.133
32 H 0.126
33 C -0.040
34 C -0.038
35 C -0.173
36 H 0.138
37 H 0.110
38 C -0.075
39 C -0.174
40 H 0.107
41 C -0.217
42 C -0.007
43 C -0.049
44 C -0.215
45 H 0.110
46 C -0.050
47 H 0.072
48 H 0.081
49 H 0.089
50 H 0.081
51 H 0.073
52 H 0.088
53 H 0.112
54 H 0.137
55 O -0.035
56 N -0.551
57 O -0.042
58 O -0.274

***

Record 2
Formula: C18H29Cl2F5GeMoN3OS
Source: the Open Molecules 2025 dataset
Level of theory: the ωB97M-V functional and the def2-TZVPD basis

Results
DFT total energy ... -4905.4165 a.u.
Multiplicity ... 3
HOMO-LUMO gap (spin up / spin down) ... 4.91 / 2.93 eV
Charge ... -1
Largest force on an atom ... 0.1139 Eh/bohr

Geometry as XYZ:
```
61
Properties=species:S:1:pos:R:3:forces:R:3
Mo 1.815 -1.686 -2.707 3.219 0.172 -1.802
C -1.645 0.771 1.435 0.797 -0.706 1.230
C -1.026 -0.430 0.725 1.929 1.260 -0.425
N -0.031 -1.069 1.526 0.581 -2.336 0.905
C -0.705 -1.840 2.630 0.469 3.593 -0.092
C -1.063 -0.940 3.961 0.339 1.114 -3.124
N 0.095 -0.122 4.335 2.366 -2.656 1.658
C 0.708 1.113 3.737 -1.071 -0.576 -2.189
C -0.381 2.123 3.142 0.204 -1.528 -0.029
N -0.773 1.881 1.727 3.969 1.547 -0.599
H -2.215 0.532 2.407 0.894 0.113 -1.741
H -2.351 0.932 0.667 -1.490 1.498 -0.498
H -0.528 -0.077 -0.267 -1.069 -0.579 1.561
H -1.920 -0.987 0.552 -0.503 -1.355 -0.787
H 0.687 -1.690 1.032 -1.628 1.199 0.559
H 0.060 -2.363 3.143 0.736 -1.359 -0.111
H -1.507 -2.457 2.250 -0.333 -0.282 0.195
H -1.383 -1.791 4.495 0.844 -0.875 2.345
H -1.929 -0.324 4.160 -0.622 0.432 -1.271
H 0.852 -0.878 4.462 -1.015 2.062 -0.157
H 1.329 0.919 2.776 -0.677 -0.163 1.569
H 1.400 1.545 4.495 -0.802 -0.102 -0.345
H 0.074 3.094 3.136 0.155 0.674 0.254
H -1.295 2.141 3.760 0.344 0.042 -0.105
H 0.274 1.987 1.155 -4.282 -1.090 1.598
Cl 3.101 -5.347 1.095 0.402 -0.212 0.184
C 1.432 -5.013 0.960 -2.801 0.922 0.352
C 0.587 -5.358 2.060 0.655 0.429 -1.906
C -0.776 -5.100 1.889 0.477 0.002 -0.871
C -1.268 -4.539 0.699 2.049 -1.652 2.305
C -0.454 -4.071 -0.321 -0.278 -0.703 1.828
Cl -1.365 -3.209 -1.453 0.334 0.867 -1.570
C 0.924 -4.202 -0.175 2.506 -0.358 1.123
S 2.287 -3.290 -0.906 -1.575 0.020 -0.397
H 1.023 -5.807 2.949 -0.165 0.040 -0.196
H -1.529 -5.345 2.624 0.212 -0.165 0.278
H -2.299 -4.601 0.765 -2.074 0.754 -1.065
C -1.382 2.565 -1.464 1.241 0.798 0.372
Ge -0.694 1.335 -2.858 0.551 -1.720 0.071
C -2.121 -0.014 -2.576 -1.271 0.594 -1.958
C -0.858 2.495 -4.397 -0.109 -1.100 -0.994
C 0.864 0.184 -3.343 1.353 0.924 0.760
H -2.165 3.050 -2.041 -0.105 0.252 -0.002
H -0.729 3.329 -1.017 -0.057 0.002 -0.493
H -1.841 2.122 -0.605 -0.187 -0.562 0.133
H -1.768 -0.965 -3.028 -0.491 0.515 0.459
H -2.978 0.407 -3.211 0.751 -0.853 0.710
H -2.522 -0.108 -1.561 0.399 -0.084 -0.261
H -1.774 2.961 -4.181 -1.216 1.357 -0.044
H -1.054 1.899 -5.309 0.513 0.319 0.286
H -0.038 3.202 -4.522 -0.139 -0.149 0.009
H 1.742 0.701 -2.870 -0.109 -0.092 0.281
H 1.225 0.358 -4.401 -1.121 -0.201 0.549
F 4.107 5.196 -0.823 -0.924 0.131 -0.570
C 3.179 5.100 -1.705 -5.559 0.470 -1.787
F 1.719 5.629 -1.470 5.182 -1.562 0.136
C 3.220 4.666 -3.154 1.923 -1.878 -1.273
F 4.202 3.158 -3.097 -2.952 3.784 -0.071
F 2.039 4.525 -3.884 3.437 0.017 2.787
F 4.075 5.406 -3.891 -1.098 -0.967 0.784
O 3.348 -1.704 -3.510 -3.107 -0.037 1.449
```
Forces are in eV/Å.

Calculated atomic charges, method Löwdin, unit e:
1 Mo 0.871
2 C -0.266
3 C -0.283
4 N -0.046
5 C -0.153
6 C -0.224
7 N -0.090
8 C -0.198
9 C -0.229
10 N -0.090
11 H 0.127
12 H 0.055
13 H 0.121
14 H 0.078
15 H 0.103
16 H 0.082
17 H 0.086
18 H 0.076
19 H 0.079
20 H 0.125
21 H 0.106
22 H 0.096
23 H 0.081
24 H 0.105
25 H 0.204
26 Cl 0.636
27 C -0.711
28 C -0.118
29 C -0.126
30 C -0.185
31 C -0.735
32 Cl 0.724
33 C -0.660
34 S 0.407
35 H 0.092
36 H 0.095
37 H 0.074
38 C -0.221
39 Ge 0.726
40 C -0.273
41 C -0.242
42 C -0.524
43 H 0.010
44 H 0.012
45 H -0.037
46 H -0.027
47 H 0.031
48 H -0.011
49 H -0.028
50 H 0.032
51 H 0.005
52 H -0.074
53 H -0.024
54 F 0.216
55 C -0.044
56 F -0.042
57 C -0.223
58 F -0.166
59 F 0.125
60 F 0.127
61 O -0.660